62
Properties=species:S:1:pos:R:3 method="wB97M-V/def2-TZVPD" e_tot_ha=-1156.879632 e_lumo_ha=0.019 multiplicity=1 orbital_gap_ev=8.02
O -0.50586 -2.96743 2.41588
H -0.56798 -2.25301 2.94090
C -1.35306 -2.81495 1.27280
C -1.38854 -1.66996 0.41952
H -2.14782 -1.93354 -0.50824
H -0.50663 -1.63792 0.05595
C -1.84620 -0.47387 1.40326
N -2.52006 0.68102 0.37966
C -1.80262 1.20661 -0.71510
C -0.41316 1.75376 -0.11716
N 0.24066 0.97989 0.60765
C -0.56201 0.40800 1.62445
H 0.17035 -0.60243 2.15076
H -0.69656 1.22469 2.45352
C 1.66194 1.13245 0.75073
H 1.69680 2.18532 1.25737
C 2.59401 0.64132 -0.27897
C 4.00336 0.93777 -0.02242
C 4.69248 1.58457 1.01119
C 5.93064 1.66337 1.32900
C 6.75962 1.26670 0.08343
C 6.15252 0.88132 -0.85221
C 4.89718 0.76384 -1.08627
H 4.42561 0.31687 -1.89080
H 6.91969 0.68419 -2.06773
H 7.95866 1.40212 0.27409
H 6.37815 1.81166 2.13533
H 3.98998 1.91866 1.86946
C 2.18867 -0.66468 -0.61010
C 2.72588 -1.71091 0.16300
C 2.39361 -2.87099 -0.27478
C 1.61844 -3.29194 -1.49082
C 1.26475 -2.19462 -2.16674
C 1.51881 -1.05116 -1.88763
H 1.17292 -0.18767 -2.50450
H 0.70541 -2.24753 -3.04246
H 1.43153 -4.28290 -1.78226
H 2.70703 -3.76250 0.68875
H 3.25213 -1.41105 0.99491
H 2.15148 1.57978 -1.07146
H 2.08720 0.48266 1.89512
H -0.00515 2.24248 -0.71225
H -0.78600 2.60934 0.58670
H -2.39662 1.80193 -1.09580
H -1.58901 0.46397 -1.42418
C -3.75813 0.36252 0.28725
C -4.61696 1.64389 0.46753
C -5.72152 1.48852 -0.52590
H -6.23074 2.69678 -0.95650
C -5.35648 0.95234 -1.68568
H -5.94187 0.50154 -2.45259
H -4.57622 1.61125 -2.36611
C -4.17352 -0.11817 -1.15958
H -3.44621 -0.54049 -1.58362
H -4.83552 -1.14646 -0.76462
H -6.61675 1.13535 0.07705
H -5.06005 1.86175 1.37658
H -4.12820 2.58703 0.20036
H -4.20243 -0.14828 1.12350
H -2.21814 -0.61368 2.40796
H -1.24329 -3.84719 0.58345
H -2.47622 -3.02191 1.80936